1.
{"formula": "C37H50BrN4O2P2Ti", "method": "wB97M-V/def2-TZVPD", "elements": ["C", "N", "C", "H", "C", "C", "H", "C", "N", "H", "H", "H", "C", "H", "O", "H", "C", "H", "C", "C", "H", "H", "H", "H", "H", "C", "H", "C", "C", "H", "H", "H", "P", "H", "C", "H", "H", "H", "C", "Br", "H", "H", "C", "N", "C", "C", "N", "C", "H", "C", "H", "C", "C", "H", "H", "H", "H", "H", "C", "P", "C", "H", "C", "H", "C", "C", "H", "H", "H", "C", "H", "H", "O", "C", "H", "C", "C", "H", "H", "C", "C", "H", "H", "C", "C", "C", "H", "H", "H", "C", "Ti", "H", "H", "H", "H", "C", "H"], "xyz": [[1.262, -1.173, 3.795], [-0.778, 0.683, -1.562], [-2.980, -3.079, -0.797], [4.863, -2.209, 0.935], [0.888, 1.102, -4.826], [0.799, -0.608, 2.621], [2.406, -0.286, -5.677], [4.079, 3.163, -1.045], [0.576, 0.719, 2.444], [3.989, -3.490, -0.018], [0.993, 3.289, 1.530], [0.685, -3.356, 0.810], [1.127, -3.034, -1.266], [4.106, -0.096, -2.210], [-1.295, 2.335, 0.825], [1.592, -4.791, -2.444], [-2.604, 0.716, -3.213], [2.046, -4.262, 0.168], [-1.046, 3.323, 1.624], [3.442, -1.255, -0.384], [-2.307, -4.422, 1.253], [-3.875, -2.762, -1.360], [-2.756, 4.413, 0.952], [6.032, 3.461, -1.169], [1.569, -2.199, 3.844], [4.078, 2.247, -0.026], [1.551, -0.865, 5.946], [1.296, -0.381, 5.014], [-2.416, -3.419, 1.640], [0.359, -4.735, -0.226], [2.959, -3.696, -2.441], [-4.631, -0.631, 1.812], [-2.454, -0.623, 0.654], [-2.878, 3.825, 2.676], [-3.015, -0.033, -0.953], [-2.218, 0.275, 3.335], [-1.722, 5.212, 2.214], [3.229, -2.550, 1.404], [1.821, 0.072, -4.836], [0.166, 4.120, -1.567], [-3.014, -4.166, -0.728], [-1.806, 1.026, -3.905], [-2.188, 4.253, 1.873], [1.681, 2.332, 0.063], [-3.249, 0.012, 3.233], [-4.315, -0.276, -1.316], [0.230, 3.490, 2.198], [-4.819, 0.123, -2.561], [-4.322, 0.697, -4.541], [-3.069, -2.520, 0.622], [-3.773, 0.724, 3.888], [-3.843, 0.087, 1.822], [1.314, -0.333, -2.398], [-3.059, -3.495, 2.545], [-5.842, -0.039, -2.808], [0.614, 1.686, -5.709], [-2.073, -2.830, -1.361], [-4.991, -0.703, -0.589], [0.225, 1.505, -3.679], [1.565, -1.222, -0.827], [-3.951, 0.596, -3.523], [1.520, -3.333, -3.395], [4.371, -0.911, -1.575], [-0.394, 3.151, 4.271], [2.891, 3.510, -1.628], [3.866, -2.515, 0.521], [1.330, 3.503, 4.031], [5.009, 1.841, 0.388], [4.612, -1.768, -2.249], [-4.416, 1.417, 1.383], [2.803, 1.262, 1.459], [-5.334, 1.297, 0.836], [5.204, 3.666, -1.628], [-2.083, 0.510, -1.905], [5.342, -0.673, -1.188], [1.975, -0.690, -3.613], [1.717, 3.154, -1.051], [-1.430, -3.151, 2.030], [3.550, -0.356, 0.288], [1.050, 0.959, 4.816], [0.478, 2.987, 3.566], [1.120, 1.576, 5.720], [-3.803, 1.958, 0.713], [1.038, -3.937, -0.049], [0.672, 1.485, 3.606], [2.853, 1.906, 0.554], [2.885, 4.112, -2.507], [-4.078, -2.498, 1.002], [-4.638, 2.034, 2.283], [1.849, -3.689, -2.424], [0.049, 0.862, 0.163], [-0.473, 2.319, -3.799], [0.051, -2.858, -1.578], [2.683, -1.560, -3.618], [-3.366, -1.007, 3.634], [0.269, 0.701, -2.515], [0.576, -1.212, 1.689]], "spin_multiplicity": 3, "s_squared": 2.01, "homo_energy_ev": [-8.294, -9.273], "e_above_lowest_kj_mol": 58.66, "total_charge": 1}



2.
{"formula": "C37H50Ge2N3OPdS2", "method": "wB97M-V/def2-TZVPD", "elements": ["Ge", "C", "H", "C", "C", "S", "Pd", "H", "H", "H", "H", "H", "H", "C", "H", "H", "H", "H", "C", "H", "C", "C", "C", "S", "H", "C", "C", "H", "H", "H", "H", "C", "C", "H", "H", "H", "C", "C", "H", "C", "H", "C", "C", "N", "N", "H", "H", "C", "H", "C", "C", "H", "H", "C", "H", "C", "H", "H", "C", "C", "H", "C", "H", "H", "H", "H", "O", "C", "C", "C", "C", "H", "C", "H", "H", "H", "H", "Ge", "H", "C", "H", "C", "H", "C", "C", "C", "H", "H", "H", "C", "N", "C", "H", "H", "H", "H"], "xyz": [[0.091, 0.100, 2.046], [-3.741, 2.119, 3.923], [2.931, -0.892, -5.737], [2.093, -1.486, -5.374], [-1.851, 1.724, -3.018], [0.332, -2.059, -3.461], [0.124, -0.814, -0.243], [3.419, 0.642, 0.022], [-4.604, 2.560, 4.402], [-3.341, 4.765, 1.599], [2.592, -0.899, 3.392], [1.703, -5.773, -0.872], [-1.241, -1.093, -4.952], [-2.297, 5.728, -1.471], [0.694, 0.073, -5.814], [-1.076, -3.292, 5.667], [-4.841, 0.458, 3.125], [-1.240, 4.497, -2.861], [0.758, -1.004, -5.930], [3.088, -2.395, 5.263], [-1.680, 3.463, -1.015], [-3.981, 1.247, -3.987], [-2.502, 2.732, 4.024], [-0.823, 1.992, -1.585], [2.282, -2.523, -5.659], [-3.167, 1.302, -2.872], [3.147, -3.633, 1.204], [-2.239, 2.669, 0.891], [-3.564, 1.042, -1.898], [2.191, -1.694, 1.508], [4.445, 1.577, 1.111], [-0.563, -1.910, 4.115], [3.629, 0.854, 1.071], [1.659, 2.716, 4.238], [0.644, -1.231, -6.989], [1.265, -3.627, 6.388], [-2.873, 4.710, 0.628], [2.065, -2.276, 4.929], [1.280, 2.807, -0.191], [-1.507, 0.964, 2.712], [-1.598, -1.747, 3.846], [-2.186, 2.093, -5.354], [-2.762, 0.359, 2.614], [-1.036, 0.845, -0.463], [1.152, -2.724, 0.004], [3.036, -1.817, -0.042], [0.530, -5.679, 1.198], [0.276, -3.527, 0.903], [-4.142, 1.635, -6.091], [0.457, -1.234, 3.437], [-2.892, 5.805, -0.217], [-2.885, -0.568, 2.061], [1.931, -0.334, -3.518], [2.426, -2.357, 0.684], [2.740, 1.323, 4.368], [2.249, -4.870, -0.600], [-2.010, 0.551, -0.398], [-0.590, -3.836, 0.316], [1.041, -2.962, 5.565], [-3.492, 1.652, -5.227], [-0.063, -2.899, 1.717], [-3.874, 0.936, 3.207], [2.731, -1.915, -3.314], [1.155, -4.697, 2.528], [-5.007, 0.919, -3.890], [4.144, -3.716, 0.771], [-0.345, -1.126, -2.448], [1.963, -1.371, -3.861], [-1.394, 2.166, 3.407], [-2.255, 3.526, 0.237], [1.058, -4.758, 1.443], [-2.311, 6.582, -2.134], [-1.691, 4.556, -1.880], [3.975, -0.057, 1.558], [2.357, 3.874, 0.708], [3.340, 2.851, 3.704], [-3.373, 6.722, 0.096], [2.079, 1.680, 1.923], [0.669, 3.713, 1.206], [1.500, -3.609, -1.131], [0.577, -3.884, -1.638], [2.477, 2.185, 3.758], [3.247, -3.593, 2.289], [1.773, -1.433, 3.866], [-1.346, 2.113, -4.245], [1.525, 3.174, 0.803], [3.243, -4.932, -1.042], [-2.396, 3.656, 4.577], [-0.618, -2.647, -5.534], [-0.338, -1.684, -5.110], [2.379, -4.810, 0.843], [-0.274, -2.776, 5.156], [-0.325, 2.465, -4.331], [2.127, -3.052, -1.826], [-1.816, 2.424, -6.315], [-0.438, 2.671, 3.487]], "spin_multiplicity": 2, "s_squared": 0.77, "homo_energy_ev": [-13.143, -13.127], "e_above_lowest_kj_mol": 49.80, "total_charge": 2}



3.
{"formula": "C37H51BrN6O6PSSr", "method": "wB97M-V/def2-TZVPD", "elements": ["H", "C", "C", "S", "N", "H", "C", "H", "H", "H", "C", "C", "H", "C", "H", "H", "H", "N", "H", "Br", "H", "Sr", "C", "H", "N", "H", "H", "H", "H", "H", "C", "O", "H", "C", "H", "C", "H", "C", "C", "O", "H", "H", "N", "C", "O", "H", "H", "P", "H", "H", "C", "H", "C", "C", "H", "C", "C", "C", "H", "C", "O", "H", "H", "H", "H", "H", "H", "C", "H", "C", "H", "C", "C", "H", "H", "H", "N", "H", "H", "C", "C", "C", "C", "C", "C", "H", "C", "C", "C", "N", "H", "H", "H", "H", "H", "C", "H", "H", "O", "C", "O", "C", "H", "C"], "xyz": [[4.630, -0.121, -1.780], [0.905, -0.074, 2.951], [-5.761, 3.508, 1.311], [-4.615, 1.022, 1.702], [3.219, -0.397, -0.326], [5.290, -0.744, -0.219], [3.347, -3.301, 2.999], [3.364, 2.034, -1.644], [-0.686, 4.637, -1.017], [-2.028, -3.798, 3.084], [2.132, -3.961, 2.325], [2.542, -4.064, 0.905], [-2.312, -4.874, 0.884], [-0.463, 0.762, -3.596], [-4.267, 2.426, -1.907], [5.203, -1.700, -3.323], [5.604, 1.906, -0.601], [-3.029, 0.697, 2.166], [4.981, -2.609, -1.286], [-6.100, 4.435, -2.925], [-0.796, -4.114, -0.591], [-1.173, -0.495, 0.074], [-1.753, -2.500, -2.703], [4.097, -4.043, 3.249], [3.180, -2.766, 0.710], [1.271, -3.287, 2.319], [-4.789, 6.580, 2.358], [-0.859, -3.088, -2.991], [-6.483, 3.019, 0.700], [-2.553, -3.074, -3.180], [1.011, 1.459, 4.781], [1.073, -1.748, -0.396], [3.509, -2.093, -5.062], [1.660, 0.564, 3.944], [-3.675, -3.871, 0.263], [-3.848, 4.857, 2.713], [1.492, -2.945, -3.362], [3.478, -2.759, -4.165], [-3.829, 3.453, 2.635], [-2.589, 1.083, -1.209], [3.258, -4.876, 0.765], [2.263, -1.261, -3.214], [-0.361, 0.208, 2.661], [-4.287, 4.570, -2.284], [-1.974, -2.525, -1.320], [0.322, 1.365, -3.051], [2.671, 0.331, 4.015], [2.549, -1.880, -0.531], [-2.006, -2.123, 3.126], [1.791, -4.896, 2.793], [4.815, -2.691, -3.424], [-1.948, 3.271, 3.580], [-2.428, 3.382, -1.353], [-1.718, 4.653, -1.300], [1.750, -4.344, 0.196], [-1.835, -3.838, -0.842], [-4.754, 2.740, 1.857], [-2.356, 5.811, -1.651], [1.850, 0.834, 0.672], [-3.664, 5.757, -2.192], [-0.426, -0.538, -3.003], [-3.551, -2.988, 2.867], [1.540, 1.860, 5.624], [-1.375, 1.258, -3.401], [1.451, -0.618, 2.158], [-4.213, 6.714, -2.441], [-0.805, 2.505, 5.042], [-0.311, 1.801, 4.419], [3.261, -3.820, -4.452], [3.958, -2.333, 1.882], [-1.805, -1.251, -4.354], [-1.635, -1.153, -3.280], [-5.842, 4.936, 1.412], [-6.656, 5.521, 0.905], [3.818, -1.236, 2.030], [5.554, -3.345, -3.870], [-2.743, 2.767, 3.233], [-1.850, 6.726, -1.708], [-2.419, -0.599, -2.740], [2.416, 0.844, -0.264], [-4.903, 5.573, 2.165], [-1.871, 2.080, -0.893], [-2.337, 1.507, 2.865], [-2.498, -2.958, 2.641], [4.399, -3.128, -2.067], [3.140, -2.659, 3.894], [4.764, 1.348, -0.157], [-3.707, 3.349, -1.922], [-0.953, 1.172, 3.381], [3.005, -2.678, -1.863], [5.011, -2.399, 1.631], [1.610, 0.907, -0.996], [-0.278, 0.726, -4.640], [3.154, 2.924, -0.239], [-3.018, 5.333, 3.219], [-2.631, -3.917, 0.424], [4.866, 1.310, 0.950], [4.523, -4.195, -1.913], [-0.826, 2.012, -0.174], [2.393, -2.324, -3.134], [-2.187, -2.858, 1.226], [3.408, 1.926, -0.544], [-2.307, -4.546, -1.516], [4.561, -0.055, -0.691]], "homo_energy_ev": -9.523, "e_above_lowest_kj_mol": 164.76, "total_charge": 1}